No. 1
Computed, not measured: a 2-piece molecular cluster, C3H10NO overall at a distorted geometry, with the ωB97M-V functional and the def2-TZVPD basis.

Geometry (Å):
C1 2.275 0.841 -0.952
N1 1.477 1.035 0.004
H1 3.331 1.104 -0.876
H2 1.929 0.328 -1.850
H3 0.353 0.959 -0.186
H4 1.754 1.582 0.813
C2 -1.572 -0.141 0.581
O1 -1.056 0.829 -0.380
C3 -0.933 -1.518 0.532
H5 -1.427 0.330 1.544
H6 -2.645 -0.157 0.440
H7 -1.195 0.463 -1.266
H8 -0.146 -1.628 -0.219
H9 -0.453 -1.757 1.471
H10 -1.691 -2.270 0.345

Calculated values
Kohn-Sham gap: 10.833 eV
LUMO level: -4.784 eV
Charge: +1
HOMO: -15.617 eV

***

No. 2
Computed, not measured: a 2-piece molecular cluster, C3H10NO2 overall at a distorted geometry, with the ωB97M-V functional and the def2-TZVPD basis.

Geometry (Å):
C1 0.032 -0.472 0.922
O1 -0.409 0.773 1.320
C2 0.818 -0.470 -0.434
C3 -0.059 0.397 -1.412
N1 2.186 0.123 -0.363
H1 -0.750 -1.197 0.738
H2 0.743 -0.935 1.805
H3 1.054 -1.435 -0.834
H4 -0.112 1.453 -0.981
H5 0.399 0.364 -2.327
H6 -1.034 -0.094 -1.435
H7 2.178 0.956 0.277
H8 2.624 -0.622 0.154
H9 -1.725 0.786 1.120
H10 -3.155 -0.269 0.785
O2 -2.788 0.641 0.666

Calculated values
Kohn-Sham gap: 8.112 eV
LUMO level: 4.369 eV
Charge: -1
HOMO: -3.742 eV

***

No. 3
Computed, not measured: C3H10NO2 as an isolated structure at a distorted geometry, with the ωB97M-V functional and the def2-TZVPD basis.

Geometry (Å):
C1 1.538 -0.409 -0.191
C2 0.362 0.553 -0.043
C3 -1.052 0.000 -0.350
O1 -1.496 -0.844 0.607
N1 2.459 0.020 -1.262
H1 2.145 -0.627 0.692
H2 1.126 -1.409 -0.419
H3 0.635 1.408 -0.679
H4 0.334 0.891 0.998
H5 -1.668 0.905 -0.523
H6 -0.926 -0.413 -1.383
H7 3.006 -0.740 -1.637
H8 1.940 0.441 -2.018
H9 -3.641 0.140 2.322
H10 -2.072 -0.143 1.513
O2 -2.691 0.228 2.373

Calculated values
Kohn-Sham gap: 7.732 eV
LUMO level: 4.085 eV
Charge: -1
HOMO: -3.647 eV

***

No. 4
Computed, not measured: a 2-piece molecular cluster, C3H10NO2 overall at a distorted geometry, with the ωB97M-V functional and the def2-TZVPD basis.

Geometry (Å):
C1 1.415 0.563 -0.338
C2 -1.482 -0.271 -0.280
C3 -0.964 1.029 0.207
N1 1.658 -0.851 -0.084
O1 -0.832 -1.408 0.259
O2 -0.928 1.292 1.490
H1 1.264 0.795 -1.339
H2 1.872 1.217 0.362
H3 -1.038 -0.321 -1.320
H4 -2.550 -0.267 -0.261
H5 -1.021 1.738 -0.586
H6 2.172 -1.263 -0.918
H7 0.710 -1.285 -0.192
H8 2.152 -1.155 0.830
H9 -1.486 -2.034 0.551
H10 -0.944 2.221 1.619

Calculated values
Kohn-Sham gap (spin up / spin down): 8.414 / 8.447 eV
LUMO level (spin up / spin down): -3.611 / -3.598 eV
Charge: +1
HOMO (spin up / spin down): -12.024 / -12.045 eV

***

How do the records compare in relative energy (zero: lowest compared OMol25 entry of this formula, charge and spin)? In the order shown, they have 116.75 76.33 66.31 427.69 kJ/mol.